# C18H30Cl2N7O3Pd

C18H30Cl2N7O3Pd as an isolated structure in a non-equilibrium geometry (ωB97M-V/def2-TZVPD, OMol25).

Computed properties:
HOMO-LUMO gap (spin up / spin down), eV: 4.5 / 4.7
Strongest force on any atom, eV/A: 7.61
HOMO energy (spin up / spin down), eV: -1.93 / -2.11
LUMO (spin up / spin down), eV: 2.5525 / 2.5435
Energy, a.u.: -2360.96784

```
! wB97M-V def2-TZVPD RIJCOSX def2/J DEFGRID3
* xyz -1 3
O 0.191 0.057 -1.864
C -0.763 0.310 -2.856
C -0.477 1.603 -3.584
C 0.386 2.553 -3.048
H 0.880 2.325 -2.116
C 0.618 3.755 -3.702
H 1.284 4.489 -3.262
C -0.002 4.021 -4.915
H 0.176 4.958 -5.427
C -0.848 3.069 -5.470
H -1.330 3.262 -6.421
C -1.083 1.874 -4.806
H -1.748 1.136 -5.239
H -0.747 -0.490 -3.605
C -2.573 -1.122 -1.872
C -2.134 0.270 -2.194
H -3.653 -1.236 -1.826
H -2.145 -1.444 -0.925
H -2.199 -1.817 -2.627
C -2.814 1.384 -1.912
C -4.134 1.501 -1.230
H -2.383 2.328 -2.226
H -4.898 1.966 -1.847
H -4.048 2.091 -0.314
H -4.507 0.520 -0.923
Pd 0.000 0.000 0.000
Cl 0.591 2.208 0.408
Cl -2.270 0.449 0.124
H 4.622 1.356 -2.768
H 4.957 1.692 -0.084
C 3.577 1.360 -2.464
C 3.878 1.550 -0.024
N 3.431 0.758 -1.156
H 2.996 0.809 -3.198
C 2.719 -0.348 -0.989
O 2.029 -0.621 0.009
H 3.609 1.050 0.898
H 2.803 -1.057 -1.823
H 3.221 2.390 -2.434
H 3.381 2.516 -0.047
H -0.595 -5.345 0.609
H 1.298 -5.739 -1.324
C -1.031 -4.768 -0.206
C 0.775 -4.966 -1.886
N 0.006 -4.131 -0.988
H -1.694 -4.014 0.206
C 0.184 -2.810 -0.942
O -0.387 -2.069 -0.124
H 1.496 -4.349 -2.409
H 0.859 -2.404 -1.693
H -1.625 -5.432 -0.834
H 0.118 -5.448 -2.611
N -1.595 -0.493 5.103
N -0.748 -0.268 4.028
N 0.543 0.000 4.143
C 0.969 0.135 2.872
N -0.062 -0.046 2.023
N -1.128 -0.302 2.763
H -2.590 -0.705 4.944
H -1.231 -0.457 6.066
H 1.987 0.352 2.582
*
```